{
  "formula": "C76H83N13O4S",
  "method": "the ωB97M-V functional and the def2-TZVPD basis",
  "orbital_gap_ev": 7.07,
  "total_charge": 0,
  "e_tot_ha": -4356.40027,
  "spin_multiplicity": 1,
  "e_homo_ev": -7.76,
  "smiles": "CCOC(=O)CCCc1nc2cccc(CSCC)c2nc1CCOC(C)=O.c1ccncc1.c1ccncc1.c1ccncc1.c1ccncc1.c1ccncc1.c1ccncc1.c1ccncc1.c1ccncc1.c1ccncc1.c1ccncc1.c1ccncc1",
  "symbols": ["C", "C", "O", "C", "O", "C", "C", "C", "C", "N", "C", "C", "C", "C", "C", "C", "S", "C", "C", "C", "N", "C", "C", "C", "O", "C", "C", "O", "H", "H", "H", "H", "H", "H", "H", "H", "H", "H", "H", "H", "H", "H", "H", "H", "H", "H", "H", "H", "H", "H", "H", "H", "H", "H", "H", "H", "C", "C", "C", "N", "C", "C", "H", "H", "H", "H", "H", "C", "C", "C", "N", "C", "C", "H", "H", "H", "H", "H", "C", "C", "C", "N", "C", "C", "H", "H", "H", "H", "H", "C", "C", "C", "N", "C", "C", "H", "H", "H", "H", "H", "C", "C", "C", "N", "C", "C", "H", "H", "H", "H", "H", "C", "C", "C", "N", "C", "C", "H", "H", "H", "H", "H", "C", "C", "C", "N", "C", "C", "H", "H", "H", "H", "H", "C", "C", "C", "N", "C", "C", "H", "H", "H", "H", "H", "C", "C", "C", "N", "C", "C", "H", "H", "H", "H", "H", "C", "C", "C", "N", "C", "C", "H", "H", "H", "H", "H", "C", "C", "C", "N", "C", "C", "H", "H", "H", "H", "H"],
  "coordinates": [[-2.49077, 7.58469, -3.43825], [-3.52395, 6.36132, -3.65985], [-4.04925, 5.81364, -2.39245], [-2.93709, 5.45741, -1.53289], [-3.00838, 5.90459, -0.34784], [-1.70737, 4.55718, -2.03689], [-0.86964, 3.88906, -0.80524], [0.18487, 2.87192, -1.46821], [1.29498, 2.32592, -0.41575], [2.59657, 2.90703, -0.53649], [3.42992, 2.30211, 0.47324], [4.93101, 2.82908, 0.54888], [5.96398, 2.25882, 1.56708], [5.57175, 1.09469, 2.58482], [4.10196, 0.60252, 2.50626], [3.64580, -0.59081, 3.50618], [4.07535, -2.22576, 2.66171], [2.57586, -2.89754, 1.78555], [2.57059, -2.53230, 0.19780], [3.04574, 1.19470, 1.48442], [1.71574, 0.65419, 1.54272], [0.81968, 1.24078, 0.59745], [-0.70628, 0.69433, 0.65875], [-1.15734, 0.91973, 2.21127], [-2.50519, 0.43188, 2.48502], [-3.15801, 1.55228, 3.14488], [-4.35959, 2.23676, 2.26876], [-2.84402, 1.97234, 4.28506], [-2.64517, 8.45213, -4.18570], [-1.43390, 7.16695, -3.56689], [-2.62801, 8.05095, -2.39063], [-4.35935, 6.75515, -4.34224], [-3.05230, 5.46253, -4.21610], [-2.07575, 3.68138, -2.70375], [-1.04032, 5.20743, -2.71520], [-1.66168, 3.30150, -0.20207], [-0.38100, 4.70585, -0.16058], [-0.37099, 2.00418, -1.98226], [0.73985, 3.46290, -2.29148], [5.30718, 3.66031, -0.14837], [7.04726, 2.63356, 1.63047], [6.33266, 0.67171, 3.33580], [2.50740, -0.58439, 3.65920], [4.12897, -0.50371, 4.53906], [1.61142, -2.54426, 2.30327], [2.59536, -4.05464, 1.85707], [2.71677, -1.40380, 0.02028], [3.42500, -3.11011, -0.32141], [1.57659, -2.82003, -0.30812], [-1.40058, 1.21542, -0.07962], [-0.68068, -0.43752, 0.44471], [-0.99739, 2.03289, 2.44577], [-0.44046, 0.34979, 2.92095], [-4.85296, 1.35154, 1.70656], [-3.81323, 2.91002, 1.49833], [-5.09852, 2.82380, 2.90903], [-7.44649, -2.03729, 4.68917], [-8.55141, -1.47086, 4.07023], [-8.37250, -0.29355, 3.36151], [-7.19064, 0.33471, 3.24140], [-6.13832, -0.23457, 3.85232], [-6.21311, -1.41076, 4.58017], [-7.54519, -2.95909, 5.25226], [-9.52865, -1.93289, 4.13613], [-9.20465, 0.18694, 2.85707], [-5.20021, 0.29649, 3.73908], [-5.33077, -1.82653, 5.05068], [7.03825, -6.65158, 4.74919], [7.44038, -7.29670, 3.58816], [6.85572, -6.91625, 2.39098], [5.91773, -5.96031, 2.28737], [5.54529, -5.35297, 3.42652], [6.07215, -5.65860, 4.67137], [7.47359, -6.92039, 5.70579], [8.19116, -8.07693, 3.61250], [7.13913, -7.38882, 1.45588], [4.78461, -4.58608, 3.31480], [5.73548, -5.13436, 5.55722], [-0.35556, 13.01953, -5.55544], [0.18074, 11.87634, -6.13020], [-0.24888, 10.64476, -5.66304], [-1.15335, 10.49102, -4.68158], [-1.65493, 11.61382, -4.14164], [-1.29337, 12.89038, -4.54076], [-0.04545, 14.00195, -5.89489], [0.91555, 11.94062, -6.92359], [0.13870, 9.72192, -6.08283], [-2.38161, 11.46098, -3.34971], [-1.73275, 13.76129, -4.07037], [2.44459, 4.25355, 6.63224], [3.76230, 3.81829, 6.64234], [4.04525, 2.57340, 6.10440], [3.11719, 1.75900, 5.57585], [1.84982, 2.20402, 5.58042], [1.46538, 3.43330, 6.09050], [2.18325, 5.22293, 7.04288], [4.55162, 4.43235, 7.05807], [5.06076, 2.19039, 6.08600], [1.12015, 1.52546, 5.14927], [0.42747, 3.74140, 6.06556], [1.78345, -4.79228, -5.04366], [3.05430, -4.51836, -4.55788], [3.18456, -4.16911, -3.22343], [2.15095, -4.07590, -2.37049], [0.93184, -4.34440, -2.86728], [0.69749, -4.70556, -4.18424], [1.64072, -5.07051, -6.08240], [3.92385, -4.57534, -5.20101], [4.15785, -3.94882, -2.79589], [0.11485, -4.25932, -2.15762], [-0.30785, -4.91302, -4.52937], [-1.98522, -8.09672, 0.35331], [-3.09036, -7.51489, -0.25216], [-2.90338, -6.34671, -0.97308], [-1.71341, -5.74029, -1.11810], [-0.66119, -6.32323, -0.52074], [-0.74348, -7.49243, 0.21819], [-2.09096, -9.01252, 0.92527], [-4.07443, -7.95902, -0.16629], [-3.73561, -5.85587, -1.46717], [0.28691, -5.81114, -0.65218], [0.13989, -7.91931, 0.67673], [3.37466, 7.09828, 1.85208], [2.29164, 7.65836, 2.51554], [1.11040, 6.93638, 2.56783], [0.94961, 5.72502, 2.00997], [2.01309, 5.20642, 1.37234], [3.23721, 5.84707, 1.26799], [4.31700, 7.63230, 1.79068], [2.36375, 8.63332, 2.98165], [0.23678, 7.33022, 3.07743], [1.85442, 4.22981, 0.93001], [4.06106, 5.38077, 0.74359], [-2.90131, -12.56407, -2.81942], [-2.55173, -11.36322, -2.21982], [-3.49102, -10.34480, -2.19657], [-4.72213, -10.45041, -2.72485], [-5.03367, -11.62301, -3.30052], [-4.16705, -12.70195, -3.37166], [-2.19370, -13.38507, -2.85622], [-1.57213, -11.22148, -1.78013], [-3.26623, -9.38803, -1.73628], [-6.03286, -11.68036, -3.72089], [-4.47304, -13.62583, -3.84694], [3.95284, 11.43830, -10.89498], [4.39185, 12.51527, -10.13848], [3.44588, 13.27584, -9.47033], [2.12507, 13.03444, -9.51436], [1.72747, 11.98700, -10.25535], [2.59401, 11.16442, -10.95687], [4.66290, 10.81824, -11.43154], [5.44487, 12.75831, -10.06889], [3.74007, 14.12610, -8.86349], [0.65574, 11.81573, -10.27543], [2.21667, 10.33160, -11.53720], [2.48652, -15.24270, -4.62793], [2.94028, -14.17160, -3.87187], [2.00490, -13.39782, -3.20408], [0.68110, -13.62107, -3.24806], [0.26910, -14.66309, -3.98873], [1.12408, -15.49780, -4.68981], [3.18796, -15.87269, -5.16423], [3.99652, -13.94305, -3.80232], [2.31072, -12.55149, -2.59756], [-0.80489, -14.81974, -4.00913], [0.73529, -16.32552, -5.26989], [-5.46716, 1.45650, 9.09334], [-5.58930, 0.57221, 10.15571], [-6.45733, -0.49915, 10.02008], [-7.19233, -0.73127, 8.92010], [-7.05650, 0.14084, 7.90762], [-6.21335, 1.23985, 7.94380], [-4.79691, 2.30668, 9.16063], [-5.02282, 0.71163, 11.06817], [-6.58496, -1.21970, 10.82159], [-7.66313, -0.06925, 7.03222], [-6.14217, 1.90954, 7.09562]],
  "mulliken_charge": [-0.694, -0.316, -0.386, 0.523, -0.563, -0.557, 0.854, -1.079, 0.695, -0.672, 0.418, -0.397, -0.622, -0.603, 0.245, -0.771, -0.160, -0.363, -0.314, 0.131, 0.255, -0.133, -0.620, -0.392, -0.352, 0.833, -0.768, -0.589, 0.315, 0.181, 0.251, 0.341, 0.202, 0.320, 0.206, -0.464, 0.051, 0.436, 0.423, 0.464, 0.302, 0.361, 0.042, 0.446, 0.283, 0.367, -0.001, 0.240, -0.035, 0.214, 0.327, 0.466, 0.024, 0.323, 0.043, 0.360, -0.414, -0.295, -0.316, -0.376, 0.321, -0.699, 0.389, 0.378, 0.379, 0.170, 0.403, -0.171, -0.393, -0.196, -0.437, 0.376, -0.698, 0.366, 0.348, 0.360, 0.126, 0.353, -0.204, -0.443, -0.208, -0.262, -0.067, -0.614, 0.382, 0.355, 0.350, 0.347, 0.357, -0.142, -0.680, -0.080, -0.172, -0.162, -0.691, 0.387, 0.382, 0.346, 0.398, 0.429, -0.145, -0.659, -0.075, -0.051, -0.376, -0.923, 0.362, 0.363, 0.338, 0.782, 0.380, -0.068, -0.588, -0.283, -0.314, 0.064, -0.773, 0.444, 0.515, 0.382, 0.266, 0.391, -0.493, -0.410, -0.497, -0.285, -0.147, -0.373, 0.399, 0.404, 0.424, 0.602, 0.275, -0.068, -0.577, -0.053, -0.524, -0.260, -0.388, 0.301, 0.422, 0.380, 0.364, 0.363, -0.158, -0.394, -0.147, -0.516, -0.150, -0.411, 0.357, 0.349, 0.357, 0.373, 0.352, -0.139, -0.497, -0.163, -0.297, 0.110, -0.659, 0.365, 0.343, 0.352, 0.265, 0.341, -0.294, -0.328, -0.199, -0.558, -0.229, -0.336, 0.366, 0.353, 0.362, 0.480, 0.387]
}